(1)
The following is a quantum chemistry calculation of C16H28IN6PbSbSe4 as an isolated structure, from the Open Molecules 2025 dataset.

Calculated values
Highest occupied orbital energy (Ha): -0.2702
Energy above the lowest of the compared OMol25 structures with the same formula, charge and spin (eV): 0.000
HOMO-LUMO gap (eV): 7.2
LUMO level (eV): -0.2

Each line ends with the Mulliken charge.
Geometry (Å):
Pb1 -0.19 -0.32 0.82  1.423
N1 0.97 0.81 2.95  -0.385
C1 0.26 1.66 3.90  -0.858
C2 -0.91 2.37 3.24  -0.798
N2 -1.84 1.44 2.60  -0.106
C3 -2.61 0.58 3.50  -0.868
C4 -2.02 -0.82 3.65  -0.560
N3 -1.84 -1.45 2.34  0.084
H1 1.46 0.04 3.40  0.237
H2 1.67 1.33 2.41  0.206
H3 0.91 2.41 4.37  0.431
H4 -0.11 1.03 4.72  0.348
H5 -0.53 3.05 2.47  0.402
H6 -1.40 3.00 4.00  0.382
H7 -2.47 1.97 2.01  0.199
H8 -3.62 0.48 3.09  0.476
H9 -2.72 1.03 4.50  0.294
H10 -2.70 -1.41 4.29  0.470
H11 -1.05 -0.80 4.15  0.237
H12 -2.72 -1.52 1.85  0.221
H13 -1.51 -2.42 2.44  -0.186
Se1 -1.09 -4.78 2.29  -0.635
Sb1 0.65 -4.16 0.75  0.726
Se2 1.87 -2.08 1.53  -0.831
Se3 -0.87 -2.86 -1.00  -0.175
Se4 2.10 -5.72 -0.29  -0.581
C5 -1.04 1.69 -2.01  -0.989
N4 -1.68 0.40 -1.82  0.812
C6 -3.10 0.56 -1.53  -1.173
C7 -1.47 -0.47 -2.98  -1.984
C8 -0.06 -1.00 -3.05  0.690
C9 0.83 -0.45 -3.97  -0.370
C10 2.13 -0.94 -4.10  -0.652
C11 2.54 -1.99 -3.30  -0.958
C12 1.67 -2.55 -2.37  -0.026
C13 0.38 -2.06 -2.24  0.488
H14 -1.48 2.26 -2.85  0.334
H15 0.02 1.55 -2.20  0.163
H16 -1.15 2.29 -1.10  0.345
H17 -3.65 1.04 -2.35  0.349
H18 -3.22 1.17 -0.64  0.240
H19 -3.54 -0.42 -1.35  0.331
H20 -1.71 0.05 -3.91  0.455
H21 -2.16 -1.31 -2.89  0.598
H22 0.49 0.36 -4.61  0.393
H23 2.80 -0.50 -4.83  0.429
H24 3.53 -2.40 -3.40  0.476
H25 2.00 -3.39 -1.78  -0.006
I1 4.07 3.56 -3.06  0.113
C14 3.38 2.16 -1.71  -0.575
C15 3.72 0.83 -1.65  -0.365
N5 3.01 0.30 -0.64  0.281
N6 2.23 1.21 -0.03  -0.304
C16 2.45 2.35 -0.68  -0.450
H26 4.38 0.23 -2.25  0.568
H27 2.98 -0.65 -0.30  0.121
H28 1.94 3.25 -0.40  0.515

***

(2)
The following is a quantum chemistry calculation of a 4-piece molecular cluster, C16H28N4 overall, from the Open Molecules 2025 dataset.

Calculated values
Highest occupied orbital energy (Ha): -0.4141
Structure (SMILES): CCCC#N.CCCC#N.CCCC#N.CCCC#N
Energy above the lowest of the compared OMol25 structures with the same formula, charge and spin (eV): 0.198
HOMO-LUMO gap (eV): 11.8
LUMO level (eV): 0.5

Each line ends with the Mulliken charge.
Geometry (Å):
C1 -3.12 -3.17 -0.59  -1.085
C2 -2.51 -3.92 -1.77  -0.342
C3 -3.25 -3.79 -3.09  -0.317
C4 -3.60 -2.40 -3.38  0.240
N1 -3.87 -1.30 -3.59  -0.464
H1 -2.48 -3.29 0.28  0.260
H2 -4.11 -3.49 -0.27  0.349
H3 -3.15 -2.09 -0.80  0.298
H4 -2.40 -4.97 -1.49  0.329
H5 -1.48 -3.55 -1.88  0.167
H6 -4.18 -4.35 -3.06  0.276
H7 -2.63 -4.18 -3.90  0.291
C5 1.94 1.46 -1.16  -0.900
C6 1.38 0.39 -2.06  -0.572
C7 0.08 -0.22 -1.55  -0.145
C8 0.23 -0.80 -0.21  0.213
N2 0.30 -1.29 0.83  -0.441
H8 2.13 1.07 -0.16  0.347
H9 1.25 2.30 -1.10  0.054
H10 2.86 1.88 -1.56  0.356
H11 2.12 -0.40 -2.25  0.311
H12 1.19 0.78 -3.07  0.355
H13 -0.23 -1.03 -2.21  0.123
H14 -0.72 0.51 -1.49  0.295
C9 0.03 5.24 0.05  -0.989
C10 0.26 5.99 -1.26  -0.391
C11 0.06 7.51 -1.12  -0.498
C12 1.18 8.14 -0.45  0.237
N3 2.06 8.65 0.09  -0.408
H15 -0.93 5.54 0.48  0.361
H16 0.82 5.41 0.78  0.320
H17 -0.02 4.17 -0.16  0.136
H18 -0.43 5.63 -2.02  0.323
H19 1.29 5.84 -1.60  0.294
H20 -0.83 7.73 -0.52  0.280
H21 -0.11 7.99 -2.08  0.305
C13 1.80 -3.05 5.36  -1.213
C14 2.43 -3.75 4.15  -0.438
C15 1.71 -3.34 2.85  -0.264
C16 0.65 -4.28 2.49  0.228
N4 -0.15 -5.03 2.18  -0.498
H22 0.74 -3.32 5.41  0.311
H23 1.90 -1.97 5.26  0.337
H24 2.30 -3.34 6.28  0.376
H25 2.36 -4.83 4.28  0.343
H26 3.48 -3.46 4.08  0.278
H27 2.36 -3.28 1.98  0.330
H28 1.27 -2.35 3.00  0.241

***

(3)
The following is a quantum chemistry calculation of a 5-piece molecular cluster, C16H28O23S4 overall, from the Open Molecules 2025 dataset.

Calculated values
Highest occupied orbital energy (Ha): -0.4031
Structure (SMILES): O=C(O)CCCOC(=O)OCCC(=O)O.O=S1(=O)OCCO1.O=S1(=O)OCCO1.O=S1(=O)OCCO1.O=S1(=O)OCCO1
HOMO-LUMO gap (eV): 11.0
LUMO level (eV): 0.0

Each line ends with the Mulliken charge.
Geometry (Å):
O1 -4.63 3.19 0.19  -0.517
C1 -4.84 2.16 -0.36  0.436
O2 -5.68 2.12 -1.45  -0.463
C2 -4.34 0.81 0.12  -0.608
C3 -2.96 0.88 0.79  -0.382
C4 -1.98 -0.10 0.15  -0.582
O3 -0.95 -0.44 1.10  -0.339
C5 0.22 0.18 1.07  0.659
O4 0.94 0.25 2.03  -0.635
O5 0.53 0.69 -0.13  -0.277
C6 1.94 0.66 -0.45  -0.516
C7 2.14 1.42 -1.75  -0.587
C8 1.58 2.82 -1.64  0.566
O6 2.15 3.74 -1.12  -0.576
O7 0.35 2.92 -2.18  -0.427
H1 -5.32 1.55 -2.14  0.316
H2 -4.37 0.10 -0.71  0.471
H3 -5.10 0.46 0.83  0.235
H4 -2.58 1.90 0.75  0.324
H5 -3.04 0.62 1.84  0.330
H6 -2.48 -1.03 -0.10  0.449
H7 -1.54 0.31 -0.76  0.297
H8 2.25 -0.38 -0.56  0.366
H9 2.52 1.11 0.36  0.372
H10 1.70 0.90 -2.59  0.333
H11 3.22 1.52 -1.89  0.370
H12 0.12 3.86 -2.16  0.328
O8 -8.29 2.45 -6.54  -0.533
S1 -7.49 3.56 -6.16  1.077
O9 -6.66 4.21 -7.11  -0.536
O10 -6.65 3.15 -4.87  -0.289
C9 -6.89 4.06 -3.79  -0.107
C10 -8.32 4.53 -4.02  -0.354
O11 -8.39 4.67 -5.45  -0.304
H13 -6.19 4.89 -3.85  0.250
H14 -6.76 3.54 -2.84  0.226
H15 -8.54 5.49 -3.56  0.301
H16 -9.05 3.78 -3.70  0.304
O12 1.51 -4.56 3.21  -0.502
S2 2.55 -4.05 4.04  1.037
O13 3.41 -4.94 4.73  -0.558
O14 1.90 -3.00 5.04  -0.347
C11 2.53 -1.71 4.90  -0.364
C12 2.97 -1.68 3.45  0.486
O15 3.43 -3.02 3.21  -0.244
H17 3.37 -1.66 5.59  0.329
H18 1.80 -0.94 5.14  0.291
H19 3.77 -0.97 3.25  -0.143
H20 2.14 -1.46 2.78  0.032
O16 7.05 -0.94 1.84  -0.572
S3 6.19 0.18 1.74  1.006
O17 4.93 0.08 1.09  -0.327
O18 7.01 1.41 1.15  -0.324
C13 6.94 2.54 2.03  -0.332
C14 6.82 1.92 3.41  -0.335
O19 5.93 0.80 3.19  -0.306
H21 6.07 3.14 1.77  0.266
H22 7.85 3.12 1.90  0.316
H23 6.36 2.58 4.14  0.318
H24 7.77 1.55 3.78  0.285
O20 0.25 -6.89 -2.99  -0.537
S4 0.91 -5.84 -2.31  1.069
O21 1.46 -4.75 -3.03  -0.527
O22 2.01 -6.48 -1.35  -0.333
C15 1.81 -6.05 0.01  -0.194
C16 0.32 -5.84 0.10  -0.253
O23 -0.02 -5.24 -1.16  -0.307
H25 2.36 -5.12 0.18  0.249
H26 2.17 -6.82 0.69  0.301
H27 0.04 -5.16 0.91  0.259
H28 -0.22 -6.78 0.21  0.286

***

(4)
The following is a quantum chemistry calculation of a 2-piece molecular cluster, C16H29BrN2O3P overall at a distorted geometry, from the Open Molecules 2025 dataset.

Calculated values
Highest occupied orbital energy (spin up / spin down) (Ha): -0.2885 / -0.2886
⟨S²⟩: 0.755
HOMO-LUMO gap (spin up / spin down) (eV): 8.1 / 8.0
Multiplicity: 2
LUMO level (spin up / spin down) (eV): 0.2 / 0.2

Each line ends with the Mulliken spin population.
Geometry (Å):
C1 -1.28 -2.05 2.64  0.035
C2 -0.72 -0.54 2.20  -0.001
C3 -0.05 0.04 3.62  0.006
C4 -1.88 0.52 1.82  0.015
C5 -2.29 0.70 0.26  -0.002
C6 -3.81 0.20 -0.14  0.002
C7 -4.22 -1.29 0.36  0.000
C8 -4.12 -2.40 -0.89  0.000
Br1 -3.15 -4.08 -0.41  0.000
P1 -2.36 2.63 -0.04  0.001
O1 -3.08 3.45 1.31  0.000
O2 -0.81 3.26 -0.50  -0.001
C9 -1.25 -0.08 -0.72  0.015
C10 0.24 -0.35 -0.15  -0.012
C11 1.33 0.88 -0.43  0.032
C12 0.84 -1.63 -1.06  0.027
N1 0.41 -0.75 1.27  0.354
O3 1.63 -0.53 1.79  0.544
H1 -1.77 -2.63 1.74  0.000
H2 -2.01 -2.00 3.58  0.002
H3 -0.33 -2.66 2.99  -0.010
H4 0.47 1.08 3.49  0.004
H5 -0.99 0.24 4.33  -0.001
H6 0.59 -0.77 4.18  -0.001
H7 -1.58 1.57 2.32  -0.002
H8 -2.87 0.20 2.41  -0.001
H9 -4.56 0.96 0.39  0.000
H10 -4.00 0.35 -1.31  0.000
H11 -3.71 -1.67 1.34  -0.001
H12 -5.39 -1.25 0.61  0.000
H13 -3.64 -1.84 -1.82  0.000
H14 -5.22 -2.71 -1.23  0.000
H15 -2.76 4.42 1.21  0.000
H16 -0.74 4.24 -0.28  0.000
H17 -1.13 0.60 -1.69  0.000
H18 -1.66 -1.12 -1.14  0.002
H19 1.13 1.73 0.38  -0.001
H20 2.44 0.51 -0.45  -0.002
H21 1.04 1.32 -1.48  0.001
H22 0.83 -2.62 -0.43  -0.005
H23 1.99 -1.43 -1.32  -0.003
H24 0.29 -1.74 -2.08  0.001
N2 6.50 0.22 -1.90  0.000
C13 5.13 0.27 -1.83  0.001
C14 4.67 0.97 -2.93  0.000
C15 5.80 1.34 -3.69  0.000
C16 6.92 0.86 -3.04  0.000
H25 7.11 -0.22 -1.22  0.000
H26 4.60 -0.18 -1.00  -0.001
H27 3.63 1.18 -3.15  0.000
H28 5.80 1.89 -4.62  0.000
H29 7.97 0.93 -3.29  0.000

***

(5)
The following is a quantum chemistry calculation of C16H29FINO7PS as an isolated structure at a distorted geometry, from the Open Molecules 2025 dataset.

Calculated values
Highest occupied orbital energy (Ha): -0.1470
Charge: -1
HOMO-LUMO gap (eV): 6.4
LUMO level (eV): 2.4

Each line ends with the Mulliken charge.
Geometry (Å):
C1 4.43 -0.46 1.32  -0.698
C2 4.63 -1.38 -0.04  -0.175
O1 4.44 -2.79 0.31  -0.345
C3 3.75 -3.55 -0.74  -0.390
C4 2.51 -4.47 -0.16  -0.510
O2 1.19 -3.83 -0.24  -0.282
C5 1.25 -2.38 0.06  -0.153
P1 -0.51 -1.68 0.52  -0.003
S1 -0.12 -0.02 -0.85  -0.236
I1 -2.69 -0.61 0.99  -0.224
O3 -1.12 -2.58 -0.84  -0.282
C6 -2.57 -2.92 -0.66  0.349
N1 -3.62 -3.69 -0.46  -0.551
C7 -0.83 -3.08 1.77  0.368
C8 0.41 -3.30 2.88  -0.758
F1 -2.01 -2.63 2.61  -0.369
H1 4.34 0.70 1.11  0.241
H2 3.49 -0.82 1.92  0.114
H3 5.39 -0.66 1.98  0.271
H4 3.88 -0.96 -0.84  0.179
H5 5.71 -1.18 -0.43  0.312
H6 3.39 -2.92 -1.66  0.265
H7 4.55 -4.33 -1.18  0.304
H8 2.74 -4.93 0.91  0.187
H9 2.45 -5.42 -0.88  0.261
H10 1.56 -1.82 -0.95  0.395
H11 2.00 -2.11 0.91  -0.207
H12 0.12 -0.93 1.58  0.086
H13 -1.19 -0.07 -1.80  0.016
H14 -1.01 -4.15 1.31  0.266
H15 -0.10 -3.38 3.95  0.353
H16 0.91 -4.33 2.62  0.141
H17 1.15 -2.39 2.91  0.080
O4 0.74 1.68 2.58  -0.569
C9 0.21 2.75 2.33  0.441
O5 -0.76 3.32 3.11  -0.360
C10 -1.23 4.51 2.47  -0.419
C11 -0.13 4.92 1.53  -0.499
C12 0.47 3.59 1.13  0.050
H18 -2.16 4.27 1.94  0.258
H19 -1.44 5.28 3.22  0.301
H20 -0.48 5.51 0.68  0.316
H21 0.62 5.51 2.07  0.255
H22 -0.04 3.16 0.26  -0.071
H23 1.55 3.68 0.93  0.276
O6 -1.40 3.15 -2.50  -0.595
C13 -2.50 2.77 -2.85  0.421
O7 -3.06 1.58 -2.47  -0.129
C14 -4.30 1.41 -3.14  -0.459
C15 -4.74 2.79 -3.53  -0.520
C16 -3.43 3.50 -3.77  -0.420
H24 -4.15 0.76 -4.01  0.273
H25 -5.02 0.93 -2.47  0.324
H26 -5.41 2.81 -4.39  0.318
H27 -5.26 3.27 -2.69  0.262
H28 -3.08 3.37 -4.80  0.269
H29 -3.49 4.56 -3.52  0.271

***

(6)
The following is a quantum chemistry calculation of an isolated ion of composition C16H29N4O2S and charge +1, from the Open Molecules 2025 dataset.

Calculated values
Highest occupied orbital energy (Ha): -0.4433
Charge: +1
Structure (SMILES): COCCCCCCCCCn1c[n+](OC#N)nc1CCCS
Energy above the lowest of the compared OMol25 structures with the same formula, charge and spin (eV): 1.057
HOMO-LUMO gap (eV): 8.7
LUMO level (eV): -3.4

Each line ends with the Mulliken charge.
Geometry (Å):
C1 3.55 -1.96 1.68  -0.709
O1 2.96 -2.19 0.41  -0.395
C2 3.89 -2.24 -0.66  -0.632
C3 4.45 -0.86 -1.05  -0.876
C4 3.35 0.21 -1.14  -0.028
C5 3.58 1.43 -0.24  -0.797
C6 2.30 2.27 -0.12  -0.642
C7 1.38 1.74 1.00  0.090
C8 0.11 2.58 1.13  -0.914
C9 -1.09 1.93 1.86  -0.754
C10 -1.34 0.45 1.55  -0.770
N1 -1.76 0.26 0.14  0.154
C11 -0.96 0.38 -0.92  -0.497
N2 -1.75 0.17 -1.95  0.991
O2 -1.36 0.16 -3.27  -0.403
C12 -1.10 1.39 -3.69  0.475
N3 -0.83 2.45 -4.05  -0.299
N4 -3.01 -0.08 -1.64  -0.740
C13 -3.02 -0.03 -0.33  0.454
C14 -4.22 -0.24 0.53  -0.585
C15 -5.38 -0.93 -0.19  -0.972
C16 -5.39 -2.45 0.02  -0.727
S1 -3.91 -3.19 -0.76  -0.211
H1 4.63 -1.77 1.61  0.360
H2 3.08 -1.08 2.15  0.162
H3 3.40 -2.83 2.32  0.291
H4 3.34 -2.66 -1.51  0.345
H5 4.71 -2.92 -0.41  0.454
H6 4.95 -0.97 -2.02  0.363
H7 5.21 -0.55 -0.33  0.332
H8 3.22 0.55 -2.17  0.412
H9 2.40 -0.25 -0.84  -0.021
H10 3.87 1.08 0.76  0.370
H11 4.41 2.03 -0.63  0.371
H12 2.49 3.33 0.03  0.466
H13 1.76 2.20 -1.08  0.184
H14 1.94 1.75 1.94  0.430
H15 1.15 0.69 0.78  -0.330
H16 0.36 3.49 1.68  0.531
H17 -0.21 2.92 0.14  0.442
H18 -0.99 2.03 2.94  0.438
H19 -1.99 2.48 1.59  0.321
H20 -0.47 -0.18 1.72  0.298
H21 -2.14 0.07 2.17  0.444
H22 0.10 0.59 -0.95  0.574
H23 -4.52 0.74 0.91  0.425
H24 -3.93 -0.84 1.40  0.338
H25 -5.34 -0.71 -1.26  0.411
H26 -6.33 -0.54 0.17  0.398
H27 -5.38 -2.68 1.08  0.393
H28 -6.28 -2.88 -0.43  0.428
H29 -3.87 -4.32 -0.05  0.155

***

| no. | E_tot (Eh) |
| --- | --- |
| 1 | -11291.62208 |
| 2 | -845.44172 |
| 3 | -3949.69993 |
| 4 | -3877.36398 |
| 5 | -2345.39360 |
| 6 | -1394.38057 |